Computed, not measured: a 9-piece molecular cluster, C22H52N8O12S overall, with ωB97M-V with the def2-TZVPD basis set.

Each line ends with the Mulliken charge.
Element x y z (Å)
1 O 0.471 1.926 -2.356  -0.2170
2 S 1.538 2.843 -2.536  0.9600
3 O 1.263 4.180 -2.992  -0.6343
4 O 2.431 3.003 -1.177  -0.3454
5 C 3.614 2.240 -1.208  0.3521
6 C 3.679 1.493 -2.534  -0.0005
7 O 2.722 2.166 -3.369  -0.4306
8 H 4.446 2.947 -1.123  0.4183
9 H 3.665 1.572 -0.350  -0.3350
10 H 3.326 0.460 -2.471  -0.1189
11 H 4.610 1.497 -3.094  0.3684
12 C -2.278 4.994 3.560  -0.5195
13 C -3.231 3.814 3.479  -0.4418
14 C -2.438 2.622 3.985  0.0717
15 O -1.202 3.120 4.474  -0.4505
16 C -0.906 4.347 3.787  -0.2580
17 H -2.553 5.597 4.428  0.2399
18 H -2.131 5.704 2.744  0.3546
19 H -3.560 3.669 2.447  0.0356
20 H -4.141 3.907 4.073  0.3540
21 H -2.338 1.945 3.121  -0.1730
22 H -2.919 2.010 4.747  0.3667
23 H -0.357 4.037 2.893  0.0995
24 H -0.302 4.998 4.417  0.3364
25 C 0.973 -3.899 -3.315  -0.6491
26 C 1.506 -2.766 -2.440  0.1148
27 C 1.223 -3.274 -1.005  0.9426
28 O 0.890 -4.636 -1.146  -0.5089
29 C 1.208 -5.133 -2.437  -0.5644
30 H 1.550 -3.981 -4.247  0.3932
31 H -0.033 -3.780 -3.719  0.1467
32 H 1.083 -1.783 -2.641  -0.3086
33 H 2.571 -2.674 -2.667  0.4129
34 H 0.410 -2.703 -0.583  -0.7353
35 H 2.194 -3.164 -0.509  0.2194
36 H 0.539 -5.945 -2.724  0.3331
37 H 2.221 -5.549 -2.443  0.3000
38 C -2.815 1.720 -1.108  0.5945
39 C -2.029 2.973 -0.853  0.3149
40 C -3.045 4.122 -1.163  -0.5596
41 O -4.182 3.474 -1.757  -0.4625
42 C -3.788 2.181 -2.207  -0.6522
43 H -3.355 1.311 -0.246  0.1313
44 H -2.353 0.781 -1.437  -0.5085
45 H -1.352 3.125 -1.696  -0.1640
46 H -1.488 3.070 0.085  0.2348
47 H -2.646 4.868 -1.851  0.2837
48 H -3.352 4.630 -0.246  0.2091
49 H -3.335 2.261 -3.197  0.2849
50 H -4.647 1.524 -2.083  0.3735
51 C 4.510 -0.607 1.735  0.2413
52 C 5.822 -0.617 2.530  -0.7597
53 C 5.603 -1.619 3.667  -0.4375
54 O 4.216 -1.488 3.936  -0.4754
55 C 3.536 -1.295 2.672  -0.3197
56 H 4.592 -1.148 0.795  0.4604
57 H 4.210 0.432 1.616  -0.1793
58 H 6.034 0.404 2.834  0.3082
59 H 6.631 -0.968 1.881  0.2797
60 H 6.196 -1.235 4.496  0.3126
61 H 5.841 -2.659 3.429  0.3044
62 H 2.504 -0.934 2.687  0.1758
63 H 3.262 -2.344 2.467  0.0465
64 N -3.466 -1.828 0.401  -0.1970
65 C -2.964 -1.839 -0.883  0.1063
66 N -3.879 -1.622 -1.858  -0.2181
67 O -1.787 -2.139 -1.135  -0.5967
68 H -2.893 -2.203 1.150  0.1465
69 H -4.432 -1.624 0.545  0.1670
70 H -4.832 -1.433 -1.632  0.1428
71 H -3.531 -1.878 -2.793  0.4180
72 N 0.016 -3.223 2.381  -0.0605
73 C -1.191 -3.396 3.005  0.6045
74 N -1.214 -4.493 3.803  -0.4046
75 O -2.134 -2.609 2.916  -0.7503
76 H 0.784 -3.849 2.516  0.1892
77 H 0.254 -2.361 1.916  0.0089
78 H -0.517 -5.210 3.787  0.1437
79 H -1.973 -4.683 4.433  0.2348
80 N -1.103 -0.757 -3.825  0.2222
81 C -2.000 -1.120 -4.790  0.7331
82 N -1.734 -0.681 -6.051  -0.4655
83 O -3.027 -1.725 -4.474  -0.8008
84 H -1.260 -1.118 -2.892  -0.3542
85 H -0.303 -0.227 -4.108  0.0927
86 H -0.860 -0.211 -6.190  0.1625
87 H -2.520 -0.452 -6.631  0.2544
88 N -0.330 -0.574 0.780  0.9912
89 C 0.587 0.397 0.623  -0.0239
90 N 0.697 1.218 1.712  -0.1945
91 O 1.370 0.328 -0.336  -0.3413
92 H -0.585 -1.079 -0.060  -0.8461
93 H -1.085 -0.423 1.435  0.0668
94 H 1.301 2.012 1.589  0.2619
95 H 0.298 1.036 2.613  0.1406

Properties
- gap between HOMO and LUMO (eV) = 9.7
- HOMO (eV) = -9.25
- calculated total energy (eV) = -70984.2142
- SMILES = O=S1(=O)OCCO1.C1CCOC1.C1CCOC1.C1CCOC1.C1CCOC1.NC(N)=O.NC(N)=O.NC(N)=O.NC(N)=O